DFT (ωB97M-V with the def2-TZVPD basis set) results for one molecule with the formula C23H27N3O3S in a non-equilibrium geometry.

Computed properties:
frontier orbital gap: 7.96 eV
HOMO energy: -0.2834 hartree
DFT total energy: -45738.243 eV
lowest unoccupied orbital energy: 0.2 eV
2S+1: 1
SMILES string: Cc1cc(C)c2[nH]c(=O)c(CN(C[C@@H]3CCCO3)C(=S)NCc3ccco3)cc2c1
strongest force on any atom: 0.0200 Eh/bohr
energy above the lowest of the compared OMol25 structures with the same formula, charge and spin: 0.992 eV

The geometry in XYZ format:
```
57
Properties=species:S:1:pos:R:3:forces:R:3
C 5.7956 0.8308 -0.7829 0.006 0.027 -0.026
C 4.3990 1.3722 -0.8014 -0.023 -0.063 0.118
C 3.5310 1.1676 0.2473 -0.048 0.141 -0.233
C 2.2312 1.6872 0.2139 0.035 0.254 -0.530
C 1.8095 2.4223 -0.9082 0.614 -0.442 0.355
C 2.6874 2.6399 -1.9838 0.023 0.020 -0.053
C 3.9589 2.1119 -1.9055 -0.236 -0.019 0.204
H 4.6444 2.2740 -2.7255 0.057 0.042 -0.130
C 2.2479 3.4305 -3.1816 0.020 -0.076 0.131
H 3.0568 3.5003 -3.9037 0.000 0.029 -0.059
H 1.3962 2.9568 -3.6710 -0.083 0.027 -0.095
H 1.9610 4.4425 -2.8945 -0.055 0.105 -0.060
N 0.5282 2.9102 -0.9192 -0.112 0.250 -0.374
C -0.4073 2.7531 0.0753 0.159 0.031 -0.185
O -1.5337 3.2089 -0.0761 -0.246 0.086 0.058
C 0.0560 2.0228 1.2475 0.148 -0.114 0.287
C 1.3092 1.5158 1.2896 -0.305 0.213 0.018
H 1.6340 0.9626 2.1593 -0.051 -0.050 0.119
C -0.9258 1.8265 2.3725 0.137 0.267 0.146
N -1.6500 0.5737 2.2347 -0.090 -0.246 0.129
C -1.1963 -0.5427 2.8571 -0.285 0.207 0.243
N -1.8881 -1.6908 2.6711 -0.256 0.287 -0.351
H -2.5432 -1.7149 1.9002 -0.010 0.006 -0.022
C -1.2992 -2.9883 2.9386 0.247 -0.104 -0.042
C -0.8997 -3.6355 1.6539 -0.638 -0.681 0.184
C -1.3489 -4.7576 1.0212 0.162 0.468 0.464
C -0.6536 -4.8227 -0.2110 0.383 0.358 -0.231
C 0.1560 -3.7308 -0.2373 -0.196 -0.664 -0.586
O 0.0151 -3.0091 0.8844 0.128 0.422 0.363
H 0.8552 -3.3723 -0.9669 0.123 0.121 -0.027
H -0.7492 -5.5752 -0.9672 0.050 -0.114 -0.196
H -2.0766 -5.4519 1.3880 -0.186 -0.096 0.151
H -0.4307 -2.8257 3.5868 -0.257 -0.105 -0.078
H -2.0265 -3.6202 3.4544 0.140 -0.026 -0.070
S 0.0898 -0.4932 3.9095 0.824 -0.051 0.612
C -2.6845 0.5468 1.2215 -0.079 -0.238 -0.343
H -2.8880 1.5845 0.9531 -0.015 -0.124 0.071
H -3.6032 0.1054 1.6238 -0.012 0.014 -0.083
C -2.2874 -0.2021 -0.0636 0.044 0.470 -0.093
C -2.9149 0.3830 -1.3289 0.120 -0.273 0.104
H -2.3643 1.2426 -1.6995 -0.009 0.094 0.029
C -2.8967 -0.8208 -2.2648 -0.021 -0.062 0.234
H -3.6312 -0.7558 -3.0636 0.009 -0.022 -0.074
C -3.1971 -1.9674 -1.2976 -0.211 -0.318 -0.364
H -2.6904 -2.8990 -1.5667 -0.074 0.073 0.018
O -2.7373 -1.5558 -0.0177 0.005 0.068 0.166
H -4.2756 -2.1589 -1.2308 0.100 -0.006 -0.045
H -1.9052 -0.9456 -2.7021 0.009 0.009 -0.046
H -3.9418 0.6853 -1.1178 -0.069 0.077 0.016
H -1.1881 -0.2016 -0.1508 -0.133 0.029 0.042
H -1.6496 2.6451 2.3695 0.052 -0.103 0.007
H -0.3981 1.8008 3.3282 -0.153 0.092 -0.206
H 0.2201 3.4407 -1.7248 -0.071 -0.074 0.178
H 3.8386 0.6034 1.1148 0.060 -0.085 0.116
H 6.5171 1.6464 -0.8157 0.114 -0.004 0.015
H 5.9704 0.1975 -1.6516 0.081 -0.070 -0.020
H 5.9732 0.2469 0.1160 0.073 -0.055 0.042
```
Positions in Å, forces in eV/Å.

Charges in e, computed with Mulliken, in the same order as the atoms: atom 1 (C): -1.526, atom 2 (C): 0.623, atom 3 (C): -1.116, atom 4 (C): 0.882, atom 5 (C): -0.713, atom 6 (C): 1.368, atom 7 (C): -0.758, atom 8 (H): 0.376, atom 9 (C): -1.785, atom 10 (H): 0.363, atom 11 (H): 0.374, atom 12 (H): 0.379, atom 13 (N): 0.028, atom 14 (C): 0.045, atom 15 (O): -0.750, atom 16 (C): 1.269, atom 17 (C): -0.089, atom 18 (H): 0.488, atom 19 (C): -2.691, atom 20 (N): 0.380, atom 21 (C): 0.726, atom 22 (N): -0.219, atom 23 (H): 0.436, atom 24 (C): -1.086, atom 25 (C): 0.596, atom 26 (C): -0.752, atom 27 (C): -0.519, atom 28 (C): -0.383, atom 29 (O): -0.208, atom 30 (H): 0.486, atom 31 (H): 0.443, atom 32 (H): 0.486, atom 33 (H): 0.391, atom 34 (H): 0.383, atom 35 (S): -0.488, atom 36 (C): -2.329, atom 37 (H): 0.514, atom 38 (H): 0.388, atom 39 (C): 1.329, atom 40 (C): -0.648, atom 41 (H): 0.290, atom 42 (C): -0.732, atom 43 (H): 0.422, atom 44 (C): -0.534, atom 45 (H): 0.234, atom 46 (O): -0.389, atom 47 (H): 0.331, atom 48 (H): 0.287, atom 49 (H): 0.408, atom 50 (H): 0.034, atom 51 (H): 0.444, atom 52 (H): 0.810, atom 53 (H): 0.228, atom 54 (H): 0.435, atom 55 (H): 0.339, atom 56 (H): 0.347, atom 57 (H): 0.353


DFT (ωB97M-V with the def2-TZVPD basis set) results for an isolated ion of composition C4H6N3S and charge -1 in a non-equilibrium geometry.

Computed properties:
frontier orbital gap: 6.20 eV
HOMO energy: -0.0915 hartree
DFT total energy: -19547.686 eV
lowest unoccupied orbital energy: 3.7 eV
2S+1: 1
strongest force on any atom: 0.0641 Eh/bohr
net charge: -1
energy above the lowest of the compared OMol25 structures with the same formula, charge and spin: 2.990 eV

The geometry in XYZ format:
```
14
Properties=species:S:1:pos:R:3:forces:R:3
C 2.5135 -0.4863 -2.2398 2.534 1.639 -1.320
C 1.2678 0.2900 -0.0392 0.602 -1.545 0.318
C -1.0800 0.0929 -0.1466 2.309 0.625 -1.640
C 0.1061 -0.1060 0.8026 0.218 -1.639 -0.739
N 2.7514 0.7899 -1.7053 0.876 0.959 -0.251
N 2.0820 1.0231 -0.5563 -0.476 -0.960 -0.919
N 1.8306 -1.3387 -1.6688 -2.172 0.380 2.242
S 1.0125 -2.7865 -1.8268 0.032 -0.546 -0.287
H 3.1997 -0.5811 -3.1946 -1.610 -0.134 1.663
H -1.9932 -0.2004 0.2452 -1.799 -0.906 0.596
H -0.7593 -0.4265 -1.1145 -0.930 0.337 1.338
H -1.1211 1.1489 -0.3907 -0.245 0.303 -0.080
H 0.1405 -1.2074 1.0149 0.510 0.573 -0.598
H 0.0372 0.2561 1.8309 0.150 0.913 -0.323
```
Positions in Å, forces in eV/Å.

Charges in e, computed with Mulliken, in the same order as the atoms: atom 1 (C): 0.066, atom 2 (C): 0.300, atom 3 (C): -1.058, atom 4 (C): -0.287, atom 5 (N): -0.860, atom 6 (N): 0.006, atom 7 (N): -0.383, atom 8 (S): -0.599, atom 9 (H): 0.340, atom 10 (H): 0.400, atom 11 (H): 0.214, atom 12 (H): 0.279, atom 13 (H): 0.203, atom 14 (H): 0.380


DFT (ωB97M-V with the def2-TZVPD basis set) results for a 4-piece molecular cluster, C5H18O3 overall in a non-equilibrium geometry.

Computed properties:
frontier orbital gap: 11.08 eV
HOMO energy: -0.3920 hartree
DFT total energy: -11619.221 eV
lowest unoccupied orbital energy: 0.4 eV
2S+1: 1
SMILES string: CCC(C)C.O.O.O
strongest force on any atom: 0.0471 Eh/bohr
energy above the lowest of the compared OMol25 structures with the same formula, charge and spin: 0.487 eV

The geometry in XYZ format:
```
26
Properties=species:S:1:pos:R:3:forces:R:3
C -1.4389 -1.1836 0.9310 0.595 -0.214 -0.422
C -1.0217 0.0325 0.0855 -2.370 0.024 0.511
C -1.3760 1.3184 0.8716 1.236 -0.020 0.880
C -1.4765 2.5776 0.0145 -0.834 -0.476 -0.638
C -0.3405 1.5457 2.0040 0.050 0.493 -0.763
H -0.8702 -1.1666 1.8584 -0.077 -0.345 0.166
H -2.5044 -1.2270 1.1701 0.054 0.372 -0.028
H -1.2342 -2.1122 0.3848 0.185 0.039 0.203
H 0.0088 0.0174 -0.2056 0.438 -0.012 -0.017
H -1.6448 -0.0268 -0.8226 0.369 0.289 -0.002
H -2.3050 1.1710 1.4256 -0.312 -0.169 -0.398
H -1.2749 3.5204 0.5109 0.293 -0.017 0.326
H -2.5058 2.6609 -0.3427 -0.012 0.045 -0.207
H -0.8544 2.4794 -0.8750 0.216 0.141 0.081
H 0.0295 0.6443 2.4678 -0.112 -0.357 0.222
H -0.7880 2.1896 2.7507 0.019 0.098 0.353
H 0.5334 2.0714 1.6148 0.072 -0.004 -0.089
H 1.9449 0.1233 -1.8981 -0.076 0.975 -0.263
H 1.4624 1.5787 -2.3405 0.514 0.142 -0.571
O 1.3141 0.8544 -1.7458 -0.063 -1.008 0.649
H 1.2068 -4.0376 -1.0537 0.300 0.197 0.143
H 1.8435 -3.4660 0.2250 -0.005 0.058 -0.612
O 1.9105 -3.4427 -0.7479 -0.595 -0.524 0.750
H 3.8232 -2.3784 -1.8303 -0.350 -0.606 0.676
H 2.3099 -1.9213 -2.1159 0.897 -0.799 0.447
O 3.2483 -1.8227 -2.3367 -0.433 1.679 -1.396
```
Positions in Å, forces in eV/Å.

Charges in e, computed with Mulliken, in the same order as the atoms: atom 1 (C): -1.230, atom 2 (C): -0.408, atom 3 (C): 0.783, atom 4 (C): -1.476, atom 5 (C): -1.498, atom 6 (H): 0.299, atom 7 (H): 0.347, atom 8 (H): 0.353, atom 9 (H): 0.228, atom 10 (H): 0.324, atom 11 (H): 0.239, atom 12 (H): 0.409, atom 13 (H): 0.361, atom 14 (H): 0.225, atom 15 (H): 0.380, atom 16 (H): 0.380, atom 17 (H): 0.335, atom 18 (H): 0.267, atom 19 (H): 0.276, atom 20 (O): -0.569, atom 21 (H): 0.302, atom 22 (H): 0.303, atom 23 (O): -0.617, atom 24 (H): 0.293, atom 25 (H): 0.359, atom 26 (O): -0.663


DFT (ωB97M-V with the def2-TZVPD basis set) results for an isolated ion of composition C4H13N4 and charge +1 in a non-equilibrium geometry.

Computed properties:
frontier orbital gap: 10.17 eV
HOMO energy: -0.4924 hartree
DFT total energy: -10310.554 eV
lowest unoccupied orbital energy: -3.2 eV
2S+1: 1
SMILES string: CCN(N)/[NH+]=C\NC
strongest force on any atom: 0.0618 Eh/bohr
net charge: +1
energy above the lowest of the compared OMol25 structures with the same formula, charge and spin: 3.534 eV

The geometry in XYZ format:
```
21
Properties=species:S:1:pos:R:3:forces:R:3
C 1.2064 -0.1643 -0.7939 -0.225 2.560 0.279
C -0.5446 1.4909 1.8210 -2.231 1.210 -1.916
C 2.1553 -2.4440 -0.4608 2.138 1.196 1.167
C -1.5477 1.3991 0.6457 -0.997 -1.938 2.017
N 1.1687 -1.3338 -0.2413 0.316 -1.513 -1.471
N -1.8598 0.0101 -1.3043 0.046 -1.173 -1.391
N 0.1780 0.6872 -0.6989 2.442 0.739 -0.816
N -1.0966 0.3143 -0.2489 1.312 0.834 1.961
H 2.0768 0.3482 -1.2606 -0.293 -1.170 0.401
H -0.4186 0.5939 2.2875 0.286 -2.640 1.162
H 0.3687 1.8352 1.4640 1.722 0.780 -0.345
H -0.9450 2.1605 2.5264 -0.294 1.042 0.933
H 1.9382 -3.3190 0.1343 -0.708 0.049 0.194
H 3.1071 -2.0334 0.0594 -1.211 -0.839 -1.363
H 2.3554 -2.8115 -1.4984 -0.490 0.964 0.721
H -1.6065 2.3458 0.1446 -0.225 0.590 -0.574
H -2.5833 1.0860 1.0483 1.593 0.592 -0.812
H -2.5931 0.6123 -1.5435 -1.117 0.931 -0.294
H -2.0429 -0.9638 -1.3144 -0.805 -0.551 -0.217
H 0.4525 1.6834 -0.8417 -0.851 -0.931 -0.205
H 0.2309 -1.4973 0.0756 -0.410 -0.732 0.569
```
Positions in Å, forces in eV/Å.

Charges in e, computed with Mulliken, in the same order as the atoms: atom 1 (C): 0.023, atom 2 (C): -1.302, atom 3 (C): -0.873, atom 4 (C): -0.475, atom 5 (N): -0.120, atom 6 (N): -0.759, atom 7 (N): 0.053, atom 8 (N): 0.185, atom 9 (H): 0.365, atom 10 (H): 0.349, atom 11 (H): 0.389, atom 12 (H): 0.426, atom 13 (H): 0.351, atom 14 (H): 0.320, atom 15 (H): 0.318, atom 16 (H): 0.404, atom 17 (H): 0.333, atom 18 (H): 0.219, atom 19 (H): 0.195, atom 20 (H): 0.310, atom 21 (H): 0.290


> Among the records above, which one has the lowest HOMO energy?

C4H13N4


> Which formula does entry 3 have?

C5H18O3


> strongest force on any atom of number 1 (C23H27N3O3S)?

0.0200 Eh/bohr


> Which value of energy above the lowest of the compared OMol25 structures with the same formula, charge and spin does entry 3 give?

0.487 eV